{
  "formula": "C6H12NO2PS3",
  "method": "wB97M-V/def2-TZVPD",
  "species": ["H", "H", "H", "S", "H", "H", "S", "C", "H", "C", "S", "N", "C", "H", "H", "H", "C", "H", "H", "O", "H", "P", "O", "C", "C"],
  "coordinates": [[-0.776969, -2.252964, -2.370586], [-2.464113, -2.048921, -1.697612], [-1.805885, 2.036005, -1.542486], [3.653105, 0.542697, 1.125665], [0.302158, -0.816995, 3.435520], [-1.103489, -2.114367, -0.580485], [-1.751953, 2.652743, 0.856975], [3.602203, 0.547510, -0.659074], [2.984229, -0.119146, -1.049653], [0.052189, 0.095348, 1.463838], [1.578882, 1.238414, 1.530160], [-1.384491, -0.388743, -1.706562], [-1.267884, 0.341368, -0.484044], [0.805509, -1.810635, 2.246737], [3.344168, 1.441706, -1.061156], [4.485166, 0.367240, -1.150679], [-1.226531, 1.894298, -0.690526], [-1.832665, -0.100203, -2.536362], [-0.268271, 2.031702, -0.894088], [-0.096543, -0.132377, 0.084649], [-0.927773, -1.426443, 2.499568], [-2.095861, 0.875909, 1.821170], [-2.321786, 0.004126, 0.460250], [0.010910, -1.072532, 2.465514], [-1.494304, -1.785740, -1.566733]],
  "forces_ev_per_a": [[-1.549, 0.325, 1.408], [-2.887, -1.524, -0.362], [-1.398, 1.085, -1.156], [-2.070, -0.137, 0.291], [0.187, 1.308, 1.501], [-0.405, 0.167, -0.717], [-0.373, 1.566, -0.576], [1.120, 0.849, 2.148], [-3.035, -3.198, -1.215], [-0.077, 1.206, 0.911], [0.063, 0.230, 0.651], [0.845, 1.288, 1.598], [-0.710, -0.119, -1.539], [-0.704, -0.225, -0.440], [-1.117, 3.107, -0.652], [2.856, -0.736, -0.342], [-2.722, -3.108, 2.063], [-0.600, 1.340, -0.238], [4.289, 1.238, -0.777], [0.356, -1.261, 1.016], [-3.198, -1.903, -0.037], [2.677, -0.984, -0.465], [-0.266, 0.294, -0.011], [4.113, 0.628, -2.517], [4.605, -1.440, -0.541]],
  "e_above_lowest_kcal_mol": 34.5,
  "spin_multiplicity": 1,
  "charge": 0,
  "max_force_ha_per_bohr": 0.095,
  "homo_ev": -8.44,
  "total_energy_ev": -53793.5850,
  "homo_lumo_gap_ha": 0.2952
}